(1)
Here is an isolated molecule of C18H22N8O3 from OMol25. Energies are from ωB97M-V/def2-TZVPD.

Geometry (Å):
C: -0.52 -1.21 0.26
C: -0.31 0.27 -0.05
C: 0.85 0.85 0.79
O: 0.90 0.39 2.11
C: 0.04 0.48 -1.53
N: -1.06 0.12 -2.40
C: -1.76 1.04 -3.09
O: -1.51 2.23 -3.11
C: -2.99 0.48 -3.75
C: -3.84 1.35 -4.33
N: -5.02 0.84 -4.81
C: -6.14 1.39 -5.35
N: -7.03 0.46 -5.56
N: -6.53 -0.74 -5.15
C: -5.32 -0.50 -4.69
C: -4.34 -1.34 -4.09
N: -3.23 -0.87 -3.63
N: -1.56 1.04 0.17
C: -2.21 1.18 1.34
O: -1.82 0.73 2.41
C: -3.47 2.03 1.28
C: -4.26 1.99 0.02
C: -4.37 2.87 -1.02
N: -5.27 2.40 -1.96
C: -5.70 1.26 -1.49
N: -5.12 0.95 -0.30
C: -5.35 -0.21 0.51
C: -5.61 -1.52 -0.17
C: -4.30 -1.28 0.55
H: 0.44 -1.73 0.17
H: -0.88 -1.35 1.27
H: -1.23 -1.66 -0.44
H: 1.79 0.54 0.32
H: 0.80 1.94 0.73
H: 0.01 0.50 2.49
H: 0.27 1.53 -1.72
H: 0.92 -0.12 -1.76
H: -1.38 -0.84 -2.46
H: -3.66 2.41 -4.38
H: -6.26 2.44 -5.56
H: -4.55 -2.40 -4.00
H: -1.97 1.49 -0.63
H: -4.07 1.74 2.14
H: -3.16 3.06 1.45
H: -3.86 3.81 -1.15
H: -6.43 0.62 -1.95
H: -5.89 -0.01 1.43
H: -6.34 -2.17 0.29
H: -5.58 -1.54 -1.25
H: -3.44 -1.11 -0.08
H: -4.11 -1.78 1.49

Total charge   0
Structure (SMILES)   C[C@@](CO)(CNC(=O)c1cn2cnnc2cn1)NC(=O)Cc1cncn1C1CC1
E   -1362.9109 Ha
Energy relative to the best compared isomer or geometry (same formula, charge and spin)   2.9 kJ/mol
Kohn-Sham gap   0.3243 Ha

=====

(2)
Here is an isolated molecule of BrNO3 from OMol25. Energies are from ωB97M-V/def2-TZVPD.

Geometry (Å):
N: -1.13 0.51 -0.56
O: -0.28 1.00 0.13
O: -1.22 -0.30 -1.41
O: 1.06 -1.13 1.46
Br: 1.57 -0.08 0.39

Total charge   0
E   -2854.2044 Ha
Energy relative to the best compared isomer or geometry (same formula, charge and spin)   245.9 kJ/mol
Kohn-Sham gap (alpha / beta)   0.2583 / 0.2584 Ha

=====

(3)
Here is a structure of composition C4H11N2 from OMol25. Energies are from ωB97M-V/def2-TZVPD.

Geometry (Å):
C: 0.74 -1.36 -0.13
C: -0.68 0.03 0.34
C: -2.06 0.87 -0.06
C: 1.76 0.82 0.09
N: -0.73 -1.30 -0.13
N: 0.68 0.08 -0.38
H: 1.19 -1.59 0.74
H: 1.25 -1.95 -1.04
H: -0.48 0.12 1.44
H: -2.56 0.46 -0.90
H: -1.76 1.86 0.03
H: -2.67 0.69 0.84
H: 1.59 1.81 -0.07
H: 2.07 0.55 1.09
H: 2.72 0.77 -0.57
H: -1.45 -2.02 0.12
H: 0.37 0.15 -1.41

Total charge   +1
E   -268.1732 Ha
Energy relative to the best compared isomer or geometry (same formula, charge and spin)   345.7 kJ/mol
Kohn-Sham gap   0.4056 Ha

=====

(4)
Here is a structure of composition C4H6GdO2 from OMol25. Energies are from ωB97M-V/def2-TZVPD.

Geometry (Å):
O: -1.67 0.36 1.19
C: -1.05 1.22 0.46
H: -1.32 -1.28 -0.10
H: -1.35 1.28 -0.61
C: -0.51 -1.62 -0.87
C: 0.63 -0.90 -0.84
C: 1.05 -0.13 0.38
O: 0.42 1.15 0.49
Gd: 0.47 3.33 1.85
H: 1.17 -0.67 -1.77
H: -0.81 -2.11 -1.80
H: 2.13 0.10 0.35
H: 0.84 -0.73 1.27

Total charge   0
E   -1071.8272 Ha
2S+1   9
Kohn-Sham gap (alpha / beta)   0.2164 / 0.2185 Ha

=====

(5)
Here is a cluster of 2 separate species, C11H15N in total from OMol25. Energies are from ωB97M-V/def2-TZVPD.

Geometry (Å):
C: -3.12 -1.90 0.53
C: -1.91 -1.26 1.14
C: -1.26 -1.58 2.30
N: -0.24 -0.66 2.48
C: -0.14 0.14 1.38
C: 0.73 1.22 1.13
C: 0.55 1.82 -0.08
C: -0.42 1.42 -1.04
C: -1.23 0.34 -0.83
C: -1.15 -0.25 0.47
H: -3.60 -2.58 1.23
H: -2.90 -2.16 -0.51
H: -3.95 -1.21 0.41
H: -1.46 -2.21 3.17
H: 0.48 -0.58 3.18
H: 1.53 1.68 1.71
H: 1.23 2.59 -0.42
H: -0.26 1.89 -2.01
H: -2.01 0.14 -1.56
C: 3.45 0.76 -2.21
C: 3.25 0.12 -3.64
H: 4.36 1.33 -2.11
H: 2.56 1.39 -2.16
H: 3.36 -0.01 -1.44
H: 2.57 -0.73 -3.65
H: 4.25 -0.24 -3.88
H: 2.81 0.84 -4.30

Total charge   0
Structure (SMILES)   Cc1c[nH]c2ccccc12.CC
E   -482.8751 Ha
Energy relative to the best compared isomer or geometry (same formula, charge and spin)   105.3 kJ/mol
Kohn-Sham gap   0.3249 Ha

=====

(6)
Here is a structure of composition C34H48BaBrN4O8 from OMol25. Energies are from ωB97M-V/def2-TZVPD.

Geometry (Å):
Ba: -0.02 1.79 -1.60
C: -0.99 -4.80 0.94
C: -0.27 -3.45 0.87
C: 1.01 -3.55 0.04
C: 2.12 -2.54 0.37
C: 3.25 -2.67 -0.65
C: 2.68 -2.81 1.77
N: 1.55 -1.15 0.24
C: 2.28 -0.06 0.95
C: 1.83 0.13 2.40
N: 1.18 1.40 2.61
C: 2.10 2.52 2.47
C: 2.31 3.06 1.03
O: 3.38 3.64 0.83
O: 1.34 2.91 0.23
C: 0.34 1.44 3.80
C: 1.02 0.92 5.07
C: -1.01 0.75 3.59
C: -1.96 1.35 2.51
C: -1.64 2.82 2.21
C: -3.39 1.31 3.07
N: -1.82 0.64 1.21
C: -2.68 -0.51 0.95
C: -2.10 -1.88 1.33
N: -1.08 -2.34 0.38
C: -1.66 -2.55 -0.95
C: -1.36 -1.45 -1.98
O: -2.13 -1.34 -2.93
O: -0.31 -0.77 -1.76
H: -0.38 -5.54 1.46
H: -1.20 -5.19 -0.06
H: -1.94 -4.71 1.47
H: 0.00 -3.18 1.90
H: 0.76 -3.46 -1.02
H: 1.45 -4.55 0.17
H: 3.64 -3.68 -0.64
H: 4.07 -1.99 -0.43
H: 2.88 -2.43 -1.66
H: 3.10 -3.81 1.79
H: 1.92 -2.75 2.55
H: 3.48 -2.11 2.03
H: 0.53 -1.17 0.46
H: 1.55 -0.91 -0.76
H: 2.09 0.85 0.40
H: 3.35 -0.27 0.85
H: 2.70 0.00 3.07
H: 1.13 -0.66 2.67
H: 3.09 2.31 2.90
H: 1.69 3.37 3.02
H: 0.13 2.50 3.97
H: 1.15 -0.17 5.04
H: 0.42 1.15 5.95
H: 2.01 1.37 5.20
H: -1.52 0.76 4.56
H: -0.84 -0.31 3.36
H: -1.67 3.42 3.12
H: -2.40 3.20 1.53
H: -0.66 2.92 1.74
H: -3.47 1.98 3.92
H: -3.67 0.31 3.42
H: -4.10 1.63 2.31
H: -2.08 1.32 0.50
H: -2.90 -0.51 -0.12
H: -3.66 -0.43 1.44
H: -2.93 -2.59 1.38
H: -1.65 -1.84 2.32
H: -2.74 -2.69 -0.89
H: -1.27 -3.47 -1.39
Br: -8.54 3.05 -3.50
C: -6.80 2.29 -3.45
C: -6.38 1.49 -4.51
C: -5.11 0.94 -4.47
C: -4.26 1.20 -3.40
C: -4.70 1.99 -2.35
C: -5.98 2.53 -2.37
C: -3.81 2.28 -1.15
O: -4.34 2.68 -0.11
O: -2.56 2.07 -1.31
H: -7.04 1.30 -5.35
H: -4.77 0.30 -5.27
H: -3.28 0.74 -3.36
H: -6.31 3.14 -1.53
O: 1.88 1.88 -3.49
C: 2.69 1.10 -2.93
O: 2.44 0.43 -1.89
C: 4.06 0.96 -3.54
C: 4.36 1.60 -4.74
C: 5.62 1.48 -5.31
C: 6.59 0.72 -4.67
C: 6.31 0.09 -3.47
C: 5.04 0.21 -2.91
H: 3.58 2.19 -5.22
H: 5.84 1.97 -6.25
H: 7.58 0.63 -5.11
H: 7.07 -0.49 -2.97
H: 4.80 -0.27 -1.97

Total charge   -1
E   -4745.1706 Ha
Energy relative to the best compared isomer or geometry (same formula, charge and spin)   50.7 kJ/mol
Kohn-Sham gap   0.2897 Ha